Entry 1:
Formula: C5H6N6
Source: the Open Molecules 2025 dataset
Level of theory: the ωB97M-V functional and the def2-TZVPD basis

Element x y z (Å)
N1 -1.331 -0.278 1.255
N2 0.811 1.778 -2.127
N3 2.633 2.372 -3.127
H1 0.900 -2.200 0.283
C1 -1.763 -1.407 1.939
H2 -3.448 -2.225 3.323
H3 -3.276 -0.456 2.734
N4 -0.819 -2.312 1.615
C2 -2.846 -1.457 2.743
N5 1.456 2.503 -1.434
C3 2.632 3.002 -1.950
C4 0.080 -1.759 0.823
H4 1.221 1.072 -4.098
N6 -0.389 -0.580 0.540
H5 -0.664 -3.265 2.139
C5 1.520 1.657 -3.252
H6 3.284 3.555 -1.407

Strongest force on any atom in Eh/bohr: 0.1304
E_HOMO (spin up / spin down) in eV: -17.747 / -17.746
Spin multiplicity: 1
HOMO-LUMO gap (spin up / spin down) in eV: 5.381 / 5.315
Charge: +2

Entry 2:
Formula: C2H2O4
Source: the Open Molecules 2025 dataset
Level of theory: the ωB97M-V functional and the def2-TZVPD basis

Element x y z (Å)
H1 -0.122 0.056 1.302
O1 0.614 1.740 -0.133
C1 1.321 1.164 0.800
O2 -1.154 -0.624 -0.514
O3 0.811 0.189 1.591
C2 -0.793 -1.509 -1.112
O4 -0.416 -2.359 -1.763
H2 -0.261 1.342 -0.171

Strongest force on any atom in Eh/bohr: 0.0849
E_HOMO in eV: -8.979
Spin multiplicity: 1
HOMO-LUMO gap in eV: 9.086
Charge: 0

Entry 3:
Formula: C3H5BeLi2O4
Source: the Open Molecules 2025 dataset
Level of theory: the ωB97M-V functional and the def2-TZVPD basis

Element x y z (Å)
H1 0.531 -2.400 2.074
Be1 -0.610 -1.016 -0.830
O1 0.472 -0.001 -1.956
O2 0.529 -2.015 0.026
O3 -1.080 0.079 0.502
C1 -0.481 1.304 0.390
H2 1.362 -0.920 1.565
H3 0.050 1.605 1.311
Li1 1.785 -0.906 -1.085
H4 -0.695 -0.156 2.546
O4 -0.891 2.088 -0.454
C2 0.490 -1.570 1.345
Li2 -0.082 1.626 -2.393
H5 -1.656 -1.436 1.732
C3 -0.784 -0.776 1.644

Strongest force on any atom in Eh/bohr: 0.1027
E_HOMO in eV: -12.881
Spin multiplicity: 1
HOMO-LUMO gap in eV: 8.994
Charge: +1